1.
Below is the molecule C4H6O2, with properties calculated with ωB97M-V/def2-TZVPD.

## Properties
E_tot = -306.45791 hartree
Energy relative to the best compared isomer or geometry (same formula, charge and spin) = 30.4 kcal per mole

Bonds (Å) are listed after each position.
Geometry (Å):
1 O -1.40407 -1.74406 -0.92245  C10 1.201
2 C 0.71198 1.20591 0.72608  C3 1.490, C4 1.509, H6 1.086, H8 1.086
3 C -0.43214 0.47664 0.11027  C2 1.490, C4 1.489, O7 1.419, H11 1.086
4 C 0.48754 -0.25579 1.02427  C2 1.509, C3 1.489, H9 1.086, H12 1.084
5 H -0.27074 -1.34182 -2.57074  C10 1.099
6 H 1.52738 1.46542 0.05688  C2 1.086
7 O -0.24980 0.17071 -1.26338  C3 1.419, C10 1.343
8 H 0.50886 1.93193 1.50799  C2 1.086
9 H 1.14858 -0.96834 0.53883  C4 1.086
10 C -0.69038 -1.05299 -1.59722  O1 1.201, H5 1.099, O7 1.343
11 H -1.46213 0.67641 0.39088  C3 1.086
12 H 0.12493 -0.56402 1.99859  C4 1.084


2.
Below is a cluster of 14 separate species, C56H112O14 in total in a non-equilibrium geometry, with properties calculated with ωB97M-V/def2-TZVPD.

## Properties
E_tot = -3253.97720 hartree
Energy relative to the best compared isomer or geometry (same formula, charge and spin) = 46.7 kcal per mole

Bonds (Å) are listed after each position.
Geometry (Å):
1 C -2.71356 3.69616 3.52644  H19 1.092, C48 1.523, H160 1.088, O176 1.450
2 H -3.50238 -2.80559 -6.73502  C69 1.088
3 H -1.30471 0.52572 1.57811  C14 1.090
4 H -1.57432 3.46192 1.61058  C48 1.089
5 H 1.08621 4.69802 -1.85781  C40 1.092
6 H -4.75294 -6.32740 1.75168  C27 1.092
7 H 4.36676 -0.12396 -2.11163  C60 1.093
8 H -0.63744 2.23318 5.45463  C114 1.091
9 C 2.25876 -1.96818 6.69556  C53 1.545, O118 1.401, H128 1.099, H175 1.090
10 H -4.03815 2.05161 -2.21433  C152 1.090
11 O 0.57666 -3.21561 -4.49736  C65 1.429, C87 1.422
12 H -3.77206 -7.48893 0.88073  C27 1.089
13 H -0.71353 1.86133 2.99539  C174 1.093
14 C -0.67869 -0.00765 0.86247  H3 1.090, H34 1.090, C71 1.526, C159 1.555
15 H -0.11933 2.90130 -3.01254  C43 1.090
16 H -4.58840 -6.41516 -1.30202  C121 1.090
17 H -6.36704 1.72226 0.63612  C105 1.097
18 H -2.67871 -3.78248 4.57309  C79 1.088
19 H -3.40256 2.90104 3.23461  C1 1.092
20 H 3.30929 4.21824 -5.16274  C151 1.090
21 H -3.47064 -3.20021 -2.63723  C101 1.091
22 H 5.76645 1.99254 -5.83494  C72 1.090
23 H 3.04592 -2.98446 -6.04915  C93 1.089
24 H 1.05397 -1.67708 3.59666  C86 1.094
25 H -3.08665 -4.40319 -4.50601  C147 1.093
26 H 5.55225 3.17067 3.17793  C110 1.090
27 C -4.09727 -6.44936 0.88643  H6 1.092, H12 1.089, C73 1.523, C121 1.562
28 H -2.01023 -1.32569 -0.31789  C71 1.086
29 H 3.66230 3.10227 6.74705  C154 1.089
30 H 6.06670 2.81071 -1.76515  C178 1.090
31 H 1.41923 -3.85441 0.33198  C179 1.092
32 O -3.27559 -0.76281 5.53648  C85 1.439, C162 1.435
33 H 4.67910 1.73859 6.30931  C154 1.094
34 H -0.24862 -0.92945 1.25471  C14 1.090
35 H -6.74051 -1.39380 0.55952  C108 1.095
36 C -2.36754 -1.74946 3.66549  H49 1.094, C79 1.503, C85 1.525, H133 1.092
37 H 0.10681 1.95118 0.22299  C159 1.094
38 H 1.26372 3.60478 0.71034  C56 1.086
39 C 1.82094 -1.34996 -5.26763  C65 1.534, C93 1.523, H94 1.090, H123 1.088
40 C 1.71955 4.73334 -0.96934  H5 1.092, C56 1.555, C58 1.531, H163 1.092
41 H 2.52237 -0.92088 4.15534  C86 1.091
42 H -4.87725 2.08090 -0.06571  C105 1.091
43 C -1.12488 3.31219 -3.09692  H15 1.090, C89 1.515, H95 1.096, C164 1.541
44 H 3.93934 3.94357 3.28318  C110 1.100
45 H -0.80247 -3.05218 -1.10063  C92 1.086
46 C 0.65689 0.36371 -1.16039  H57 1.090, O148 1.429, C159 1.541, H177 1.086
47 H -1.84790 1.39756 -2.50615  C89 1.093
48 C -1.46252 3.73482 2.65916  C1 1.523, H4 1.089, H106 1.097, C174 1.500
49 H -1.42533 -1.80510 3.11308  C36 1.094
50 H 7.11745 2.50041 -0.42853  C178 1.091
51 H -4.76264 -0.76097 -5.48457  C83 1.094
52 H -1.24897 3.73209 -1.04031  C164 1.100
53 C 1.18021 -1.32208 5.79680  C9 1.545, C86 1.508, H99 1.090, H165 1.091
54 O -3.89082 -1.49643 -3.75060  C83 1.420, C101 1.436
55 H -1.73307 -5.20926 -1.77884  C157 1.091
56 C 1.04934 4.63247 0.43071  H38 1.086, C40 1.555, H67 1.089, C156 1.531
57 H 1.56115 -0.23179 -1.03597  C46 1.090
58 C 2.39318 6.10763 -0.91811  C40 1.531, H113 1.091, O137 1.416, H141 1.097
59 H 1.34550 -4.59281 -5.76310  C87 1.091
60 C 4.83195 0.23521 -1.18993  H7 1.093, H102 1.099, O150 1.404, C173 1.558
61 H 1.29462 0.91925 0.92702  C159 1.091
62 H -4.01168 3.18896 -3.60262  C152 1.092
63 H 5.73672 3.72041 -3.50062  C122 1.088
64 O -3.10817 3.95343 -1.97776  C152 1.443, C164 1.410
65 C 0.68851 -1.80018 -4.33557  O11 1.429, C39 1.534, H125 1.098, H169 1.093
66 H 0.73185 -3.42258 -1.98499  C92 1.090
67 H -0.02609 4.75785 0.31308  C56 1.089
68 H -2.13753 0.48880 -0.59724  C71 1.097
69 C -3.81835 -2.77059 -5.69444  H2 1.088, C83 1.505, H104 1.092, C147 1.529
70 H 4.46678 3.10541 -0.01501  C143 1.093
71 C -1.49393 -0.37189 -0.37552  C14 1.526, H28 1.086, H68 1.097, O148 1.415
72 C 5.22140 2.07080 -4.89401  H22 1.090, H98 1.097, C122 1.543, O146 1.410
73 C -2.88296 -5.53634 0.99805  C27 1.523, H97 1.089, C107 1.534, H136 1.094
74 H -1.44671 5.20829 -1.96380  C164 1.090
75 H 2.00235 -5.73120 -1.01315  C88 1.099
76 H -3.82966 0.76542 1.78076  C103 1.090
77 O -4.90483 -0.90829 1.20372  C103 1.439, C108 1.443
78 H -4.90872 0.06894 -1.38118  C172 1.096
79 C -2.31584 -2.77494 4.76281  H18 1.088, C36 1.503, H127 1.095, C162 1.532
80 H 3.37449 -3.03558 4.22799  C168 1.093
81 H -2.58020 -3.53758 0.29914  C107 1.089
82 H 0.54462 3.08658 3.17140  C174 1.094
83 C -3.90925 -1.36516 -5.16396  H51 1.094, O54 1.420, C69 1.505, H126 1.106
84 H 3.15542 1.84450 2.73306  C142 1.092
85 C -2.47086 -0.41465 4.39500  O32 1.439, C36 1.525, H90 1.098, H140 1.088
86 C 1.75159 -1.63960 4.43818  H24 1.094, H41 1.091, C53 1.508, C168 1.546
87 C 1.00066 -3.55893 -5.81077  O11 1.422, H59 1.091, C93 1.537, H158 1.099
88 C 1.00668 -5.78327 -0.55075  H75 1.099, O135 1.416, H149 1.094, C179 1.501
89 C -2.12769 2.18233 -3.21354  C43 1.515, H47 1.093, H109 1.090, C152 1.521
90 H -1.49154 -0.00743 4.67958  C85 1.098
91 O 4.83750 3.37075 5.07019  C110 1.407, C154 1.425
92 C -0.04924 -3.80155 -1.32593  H45 1.086, H66 1.090, C157 1.544, C179 1.511
93 C 2.06984 -2.52611 -6.20317  H23 1.089, C39 1.523, C87 1.537, H132 1.089
94 H 2.68844 -1.16906 -4.63259  C39 1.090
95 H -1.09392 3.91374 -4.01226  C43 1.096
96 H 0.88172 6.44283 1.66197  C156 1.090
97 H -2.16495 -6.00121 0.32336  C73 1.089
98 H 5.79418 1.45084 -4.19349  C72 1.097
99 H 0.22147 -1.81426 5.96226  C53 1.090
100 H 6.90876 0.20055 -0.68439  C173 1.093
101 C -3.01779 -2.58727 -3.41770  H21 1.091, O54 1.436, H131 1.096, C147 1.530
102 H 4.85607 -0.52596 -0.39782  C60 1.099
103 C -4.85835 0.48696 1.55289  H76 1.090, O77 1.439, C105 1.528, H153 1.091
104 H -4.84103 -3.12917 -5.55653  C69 1.092
105 C -5.42816 1.23457 0.34779  H17 1.097, H42 1.091, C103 1.528, C172 1.525
106 H -1.12275 4.77602 2.72046  C48 1.097
107 C -3.42469 -4.15930 0.59330  C73 1.534, H81 1.089, H120 1.092, O161 1.430
108 C -5.78943 -1.12829 0.08532  H35 1.095, O77 1.443, C172 1.510, H181 1.089
109 H -2.32719 1.68960 -4.16564  C89 1.090
110 C 4.59500 3.16522 3.70003  H26 1.090, H44 1.100, O91 1.407, C142 1.565
111 C 3.12610 2.40886 -4.02453  H119 1.098, O146 1.452, C151 1.537, H167 1.085
112 H -0.51328 -5.08383 -3.09416  C157 1.087
113 H 3.28939 6.12311 -1.53948  C58 1.091
114 C -0.79425 3.13553 4.86157  H8 1.091, H171 1.092, C174 1.518, O176 1.437
115 H 1.83889 -3.89841 4.18313  C168 1.086
116 H -1.79061 -3.35930 -5.10309  C147 1.087
117 H 2.13514 2.65383 4.86505  C182 1.090
118 O 2.52949 -3.18462 6.05567  C9 1.401, C168 1.449
119 H 3.49860 1.99739 -3.07697  C111 1.098
120 H -4.05047 -3.71073 1.36826  C107 1.092
121 C -4.78585 -5.85929 -0.38584  H16 1.090, C27 1.562, H130 1.092, O161 1.418
122 C 5.18678 3.53924 -4.42145  H63 1.088, C72 1.543, H145 1.090, C151 1.512
123 H 1.57557 -0.43124 -5.79564  C39 1.088
124 H -2.36172 -2.09219 6.87002  C162 1.090
125 H -0.23388 -1.21212 -4.43555  C65 1.098
126 H -3.07964 -0.71086 -5.48929  C83 1.106
127 H -1.26433 -2.86130 5.05416  C79 1.095
128 H 3.13262 -1.30457 6.74808  C9 1.099
129 H 2.63531 1.02103 5.33368  C182 1.092
130 H -5.86028 -5.82067 -0.19259  C121 1.092
131 H -2.08259 -2.16220 -3.03466  C101 1.096
132 H 2.00447 -2.20918 -7.24299  C93 1.089
133 H -3.20871 -1.77276 2.96996  C36 1.092
134 H -3.95218 -2.53837 6.17587  C162 1.091
135 O 0.02467 -6.19586 -1.48421  C88 1.416, C157 1.473
136 H -2.64048 -5.59891 2.06296  C73 1.094
137 O 2.66334 6.35013 0.45081  C58 1.416, C156 1.442
138 H -0.21728 -4.45855 0.64344  C179 1.096
139 H 3.53025 4.48316 -3.39133  C151 1.091
140 H -2.97983 0.36142 3.82813  C85 1.088
141 H 1.73447 6.93638 -1.20686  C58 1.097
142 C 3.75257 1.84715 3.64781  H84 1.092, C110 1.565, H166 1.092, C182 1.521
143 C 4.97385 2.13734 0.01846  H70 1.093, O150 1.433, C178 1.537, H180 1.093
144 H 2.29327 5.38518 2.07015  C156 1.092
145 H 5.61648 4.15106 -5.21414  C122 1.090
146 O 3.87255 1.68760 -5.03934  C72 1.410, C111 1.452
147 C -2.80619 -3.36775 -4.71691  H25 1.093, C69 1.529, C101 1.530, H116 1.087
148 O -0.45970 -0.51163 -1.33108  C46 1.429, C71 1.415
149 H 1.19221 -6.41441 0.32357  C88 1.094
150 O 4.05808 1.29558 -0.69213  C60 1.404, C143 1.433
151 C 3.71190 3.81408 -4.23380  H20 1.090, C111 1.537, C122 1.512, H139 1.091
152 C -3.44685 2.78847 -2.75822  H10 1.090, H62 1.092, O64 1.443, C89 1.521
153 H -5.48435 0.65104 2.43118  C103 1.091
154 C 4.04198 2.52968 5.90184  H29 1.089, H33 1.094, O91 1.425, C182 1.517
155 H -6.62538 0.35167 -1.31655  C172 1.089
156 C 1.64098 5.76057 1.27959  C56 1.531, H96 1.090, O137 1.442, H144 1.092
157 C -0.68555 -5.02343 -2.02267  H55 1.091, C92 1.544, H112 1.087, O135 1.473
158 H 0.12011 -3.57340 -6.46797  C87 1.099
159 C 0.42802 0.90619 0.26377  C14 1.555, H37 1.094, C46 1.541, H61 1.091
160 H -3.14255 4.69124 3.62340  C1 1.088
161 O -4.26882 -4.54391 -0.49563  C107 1.430, C121 1.418
162 C -2.97527 -2.09830 5.96855  O32 1.435, C79 1.532, H124 1.090, H134 1.091
163 H 2.36606 3.85482 -1.02298  C40 1.092
164 C -1.71211 4.15158 -1.94607  C43 1.541, H52 1.100, O64 1.410, H74 1.090
165 H 1.00773 -0.27004 6.03068  C53 1.091
166 H 4.40544 0.97295 3.59506  C142 1.092
167 H 2.05288 2.25411 -4.05940  C111 1.085
168 C 2.35538 -3.05067 4.62344  H80 1.093, C86 1.546, H115 1.086, O118 1.449
169 H 0.89232 -1.66174 -3.27068  C65 1.093
170 H 6.75015 0.60313 -2.40581  C173 1.084
171 H -0.21903 3.98530 5.23444  C114 1.092
172 C -5.75360 0.16670 -0.69044  H78 1.096, C105 1.525, C108 1.510, H155 1.089
173 C 6.29509 0.71540 -1.42832  C60 1.558, H100 1.093, H170 1.084, C178 1.531
174 C -0.50009 2.85393 3.39910  H13 1.093, C48 1.500, H82 1.094, C114 1.518
175 H 1.89337 -2.12055 7.71061  C9 1.090
176 O -2.20487 3.41107 4.85409  C1 1.450, C114 1.437
177 H 0.66884 1.15757 -1.90200  C46 1.086
178 C 6.20051 2.15193 -0.90672  H30 1.090, H50 1.091, C143 1.537, C173 1.531
179 C 0.58727 -4.41414 -0.10017  H31 1.092, C88 1.501, C92 1.511, H138 1.096
180 H 5.10857 1.80647 1.05160  C143 1.093
181 H -5.36239 -1.96020 -0.47338  C108 1.089
182 C 2.98898 1.98254 4.95600  H117 1.090, H129 1.092, C142 1.521, C154 1.517


Lowest unoccupied orbital energy per entry: 1.1; 0.3 eV